(1)
Here is a structure of composition C19H23NO5 from the Open Molecules 2025 dataset. Energies are from wB97M-V/def2-TZVPD.

Geometry as XYZ:
```
48
Properties=species:S:1:pos:R:3:lowdin_charge:R:1
O -1.8367 2.5201 0.1054 -0.06
O 2.8529 3.5253 1.2148 -0.09
O 3.0674 -0.7381 -0.4457 -0.05
O -2.7363 -0.8024 -0.8035 -0.07
O 4.1767 1.2021 0.7393 -0.05
N -1.4653 1.1595 -1.8319 0.10
C -1.9596 -2.5215 0.9055 -0.24
C -1.4758 -1.2132 1.6150 0.05
C 2.3443 0.3722 -0.3001 -0.13
C 3.0202 1.4709 0.3634 -0.23
C -2.2921 -4.9288 0.5789 -0.03
C -2.4871 -2.3835 -0.3522 -0.12
C -1.8218 -3.7481 1.2153 -0.10
C 2.1220 4.8494 1.6078 0.06
C -3.0475 -4.5790 -0.5649 -0.01
C 2.4335 -1.7974 -0.7767 -0.22
C -3.1803 -0.6650 -2.0271 -0.30
C 2.1844 2.6442 0.6033 -0.21
C 5.0810 1.8836 1.7896 0.07
C 0.9044 0.6789 -0.4861 0.01
C -2.7224 0.7684 -2.3687 -0.06
C -3.0800 -3.2043 -0.9906 -0.06
C -1.0992 1.8713 -0.8376 -0.34
C 0.2499 1.8036 -0.3686 -0.31
C 0.8259 2.8473 0.0454 0.03
H 5.0584 3.0842 1.1537 0.19
H -3.7213 -3.1060 -1.9286 0.16
H -1.2069 -1.5503 2.6762 0.11
H 1.1985 4.7036 2.1988 0.10
H -3.2441 -5.4123 -1.0564 0.05
H -2.2523 -5.8625 1.0047 0.07
H 2.6964 5.5505 2.0150 0.02
H -2.5392 -1.0815 -2.5356 0.05
H -0.4251 -1.1000 1.2911 0.08
H -2.1042 -0.5454 1.5186 -0.02
H 1.4231 -2.1207 -0.3316 0.10
H 1.7083 5.2696 0.5964 0.13
H -1.4616 -3.9508 2.5498 0.20
H 0.1842 3.5839 0.3572 0.09
H 6.0098 1.4360 1.8545 0.04
H 4.3818 2.0197 2.6922 0.11
H 3.2177 -2.8094 -0.9168 0.17
H 0.4839 -0.3333 -0.9483 0.13
H -4.1758 -0.7165 -2.0404 0.10
H -3.5543 1.6131 -1.4616 0.24
H 2.1199 -1.6311 -1.8719 0.10
H -3.0485 1.2370 -3.2343 0.08
H -0.8069 0.7069 -2.2125 0.05
```

## Properties
* energy relative to the best compared isomer or geometry (same formula, charge and spin): 1787.2 kJ/mol
* HOMO energy: -7.164 eV
* Kohn-Sham gap: 0.2876 hartree

(2)
Here is an isolated molecule of C5H8BrF from the Open Molecules 2025 dataset. Energies are from wB97M-V/def2-TZVPD.

Geometry as XYZ:
```
15
Properties=species:S:1:pos:R:3:lowdin_charge:R:1
Br -1.4238 -0.2833 2.6966 0.78
F 0.5928 -1.5749 1.3313 -0.03
C 0.3049 0.6978 0.7983 -0.22
C 1.0587 0.5524 -0.5355 -0.19
C -0.3711 -0.6097 1.1256 -0.98
C -1.1761 -1.1279 -0.0290 -0.09
C 0.9377 1.2092 -1.6809 0.00
H -2.0252 -0.6084 -0.2936 0.06
H -0.4737 -1.3874 -0.9328 0.14
H 1.5077 1.1416 -2.5984 0.06
H -0.3803 1.5046 0.6545 0.10
H 1.7515 -0.2921 -0.6271 0.11
H 0.1781 1.8631 -1.9844 0.04
H 1.0997 0.9448 1.6656 0.17
H -1.5809 -2.0298 0.4098 0.07
```

## Properties
* energy relative to the best compared isomer or geometry (same formula, charge and spin): 0.0 kJ/mol
* structure (SMILES): C=CC[C@@](C)(F)Br
* HOMO energy: -9.899 eV
* Kohn-Sham gap: 0.3954 hartree

(3)
Here is a cluster of 2 separate species, C4H12N4 in total from the Open Molecules 2025 dataset. Energies are from wB97M-V/def2-TZVPD.

Geometry as XYZ:
```
20
Properties=species:S:1:pos:R:3:lowdin_charge:R:1
N 0.2113 1.7526 0.9962 0.10
N -1.6401 1.2858 -1.1037 0.15
N -0.3426 -0.2755 1.8911 0.13
N 1.6537 -1.3937 -0.8361 -0.08
C -0.5531 0.6200 0.9826 -0.47
C -1.6079 0.4475 -0.1148 -0.36
C 2.8401 -0.5757 -1.0234 -0.21
C -2.5717 -0.6956 -0.0373 -0.06
H -0.8706 1.9590 -1.0071 0.04
H -3.2127 -0.7104 -0.9236 0.08
H -3.1963 -0.5940 0.8533 0.09
H 0.7729 1.7842 1.8436 0.10
H 2.9110 -0.2459 -2.0636 0.07
H -2.0222 -1.6403 0.0017 0.08
H -0.9679 -1.0800 1.7973 0.03
H -0.3077 2.6162 0.8762 0.10
H 3.7376 -1.1508 -0.7807 0.07
H 2.8028 0.3074 -0.3791 0.05
H 0.8405 -0.8592 -1.1379 0.04
H 1.5228 -1.5517 0.1652 0.05
```

## Properties
* energy relative to the best compared isomer or geometry (same formula, charge and spin): 76.7 kJ/mol
* structure (SMILES): [H]/N=C(C)\C(N)=N/[H].CN
* HOMO energy: -9.078 eV
* Kohn-Sham gap: 0.3473 hartree

(4)
Here is a structure of composition C23H32N4O3PRuS5 from the Open Molecules 2025 dataset. Energies are from wB97M-V/def2-TZVPD.

Geometry as XYZ:
```
69
Properties=species:S:1:pos:R:3:mulliken_spin:R:1
Ru -0.3437 -1.0875 0.0677 0.83
S 3.7382 -2.0135 -1.8400 0.00
S -1.2238 -2.5165 1.8597 -0.01
S 1.1029 -2.6777 -0.6701 0.10
S -1.4362 0.9442 1.0984 0.01
S 1.4672 -0.3587 1.5707 0.00
P 0.1306 0.9256 2.3044 0.01
O 0.7814 2.3598 2.5586 0.00
O -0.3371 0.5595 3.7728 0.00
O -2.0359 -1.3086 -0.9829 0.06
N 0.3829 -0.0874 -1.5621 -0.03
N -2.2443 -4.0324 -0.0813 0.00
N -3.7548 -3.0691 1.3868 0.00
N 1.7045 -0.3584 -1.9286 0.03
C -0.3031 0.6425 -2.3779 0.00
C 0.3310 1.3115 -3.5651 0.00
C 2.0840 -1.5266 -1.5663 -0.01
C 5.1735 0.3799 -0.0957 0.00
C 4.4558 -0.4321 -2.3669 0.00
C 0.5248 4.1931 0.9924 0.00
C 0.6419 0.2315 4.7864 0.00
C 5.1949 1.3361 0.9069 0.00
C -3.0906 -4.1701 -1.2617 0.00
C -1.7549 0.7634 -2.2164 0.01
C -3.7946 1.9533 -2.8148 0.01
C 0.5074 -1.2251 5.1589 0.00
C 4.5244 2.5402 0.7349 0.00
C -4.9171 -3.8826 1.0707 0.00
C -2.4229 1.8407 -2.8193 -0.01
C 3.8095 1.8149 -1.4428 0.00
C -4.5525 0.9427 -2.2215 -0.01
C -3.9305 -0.1339 -1.6355 0.01
C 3.8351 2.7783 -0.4443 0.00
C 4.4783 0.6087 -1.2792 0.00
C 1.4056 3.0553 1.4532 0.00
C -2.5037 -3.2499 0.9678 0.00
C -2.5274 -0.2499 -1.5957 -0.02
H -4.5022 -0.9155 -1.1492 0.00
H 0.2730 2.3952 -3.4475 0.00
H 3.3114 3.7162 -0.5884 0.00
H 0.3197 4.8789 1.8145 0.00
H -0.4207 3.8106 0.6087 0.00
H -5.6334 1.0088 -2.2114 0.00
H 3.9246 -0.0725 -3.2461 0.00
H -2.4423 -4.1556 -2.1350 0.00
H 5.7342 1.1415 1.8249 0.00
H 1.6455 0.4558 4.4194 0.00
H 3.2555 1.9936 -2.3567 0.00
H -5.5682 -3.9012 1.9419 0.00
H 2.3641 3.4109 1.8308 0.00
H 0.4319 0.8896 5.6290 0.00
H 1.0267 4.7474 0.1966 0.00
H -3.7580 -3.3154 -1.3428 0.00
H 1.3702 1.0244 -3.6658 0.00
H 4.5411 3.2884 1.5175 0.00
H -0.5113 -1.4425 5.4791 0.00
H -4.2736 2.8100 -3.2684 0.00
H -3.8368 -2.3787 2.1148 0.00
H 1.1908 -1.4620 5.9763 0.00
H -0.2130 1.0528 -4.4735 0.00
H -3.6575 -5.1009 -1.2567 0.00
H -4.6077 -4.9035 0.8569 0.00
H -5.4805 -3.4940 0.2224 0.00
H 5.4689 -0.7068 -2.6671 0.00
H -1.8416 2.6184 -3.2957 0.00
H 5.6855 -0.5646 0.0480 0.00
H -1.2532 -4.1178 -0.2509 0.00
H 0.7464 -1.8600 4.3062 0.00
H 1.6096 2.3473 0.6464 0.00
```

## Properties
* energy relative to the best compared isomer or geometry (same formula, charge and spin): 30.4 kJ/mol
* <S²>: 0.756
* HOMO energy (spin up / spin down): -7.367 / -7.556 eV
* spin multiplicity: 2
* Kohn-Sham gap (spin up / spin down): 0.2848 / 0.2617 hartree

(5)
Here is a structure of composition C30H47ClP2W from the Open Molecules 2025 dataset. Energies are from wB97M-V/def2-TZVPD.

Geometry as XYZ:
```
81
Properties=species:S:1:pos:R:3:mulliken_spin:R:1
W 1.0124 -0.5850 -0.4554 1.61
Cl -0.0663 3.7614 1.3732 0.00
P -0.6036 1.5670 -5.8424 0.01
P 1.5310 -0.2637 -4.6789 -0.01
C -1.2994 3.1275 -2.4195 0.00
C -1.6397 0.7296 -7.0547 0.00
C 3.8369 2.3959 3.1693 0.02
C 3.4316 1.8431 1.9507 -0.02
C 3.0363 3.3030 3.8410 -0.03
C 1.3251 -1.7282 1.3070 0.26
C -2.6150 0.9590 -2.7694 0.03
C -1.9868 -0.0259 0.7346 -0.04
C -1.4524 0.3276 -3.5370 0.02
C 1.6247 1.4606 0.2026 0.05
C 1.0330 0.5769 -3.1421 0.03
C 0.7755 -2.5751 0.2732 0.14
C 1.1045 0.9704 -5.9816 0.01
C -1.5118 -2.7208 -0.9841 -0.03
C -0.5372 -2.0764 -0.0620 0.10
C 0.7684 -1.8232 -5.1751 0.00
C -2.4393 2.4565 -2.7262 0.00
C 2.1841 2.1842 1.3896 -0.01
C 1.2127 2.1233 -3.0363 -0.02
C 3.3080 -0.4571 -4.7820 0.00
C -0.7807 -0.9032 0.7405 -0.07
C 0.3101 0.2140 2.7736 0.02
C 1.4990 -3.6620 -0.4307 -0.11
C 2.7228 -1.7902 1.8022 -0.07
C 0.0363 3.1352 -3.1162 0.00
C -0.8257 3.3092 -6.2985 0.00
C 0.3206 -0.7538 1.6448 -0.10
C 1.8491 3.7483 3.2631 0.01
C -0.2625 -0.0187 -2.7647 0.06
C 1.4297 3.2044 2.0501 -0.03
H -0.1195 -2.0828 -4.5858 0.00
H -1.8506 -3.6851 -0.5699 0.00
H -1.7326 3.7116 -5.8264 0.00
H 1.7800 1.8448 -5.9070 0.00
H -3.5412 0.7363 -3.3167 0.00
H 0.8985 2.0837 -0.3193 0.00
H -2.4013 -2.0953 -1.1391 0.00
H -2.6459 -0.2694 -0.1034 0.01
H -0.1396 3.3248 -4.1796 0.00
H 4.0895 1.1506 1.4162 0.00
H -1.2983 3.7498 -1.5168 0.00
H -0.9278 3.3903 -7.3882 0.00
H 1.7055 2.3039 -2.0751 0.00
H 3.6493 -0.1489 -5.7821 0.00
H 0.9256 -4.0172 -1.2980 0.00
H -1.4703 -0.3516 -7.0652 0.00
H 3.3296 3.7016 4.8284 0.00
H -1.7132 1.0359 0.6252 0.00
H 1.6370 -4.5166 0.2478 0.01
H -1.0770 -2.9442 -1.9670 0.00
H -1.8053 -0.5570 -4.1136 0.00
H 0.0203 3.9435 -6.0122 0.00
H -2.6983 0.9196 -6.8314 0.00
H 0.4880 -1.8105 -6.2416 0.00
H 0.4850 4.0892 -2.7728 0.00
H 3.8028 0.1582 -4.0237 0.00
H 2.8507 -2.6106 2.5212 0.02
H 1.4996 -2.6319 -5.0282 0.00
H -0.3327 -0.1476 3.5965 0.00
H 4.8061 2.0979 3.5962 0.00
H 3.5753 -1.5068 -4.6139 0.00
H -1.1094 1.1527 -4.3020 0.01
H 1.7866 0.1400 -2.4067 0.15
H -3.3783 3.0135 -2.8228 0.00
H 1.2201 4.5031 3.7465 0.00
H 1.9819 2.4522 -3.7682 0.00
H 1.3160 0.3868 3.1726 0.00
H -2.7341 0.4808 -1.7837 0.00
H -2.5760 -0.1245 1.6635 0.00
H -0.0622 1.2024 2.4588 0.00
H 2.4519 1.0741 -0.4389 -0.04
H 2.4968 -3.3394 -0.7677 0.00
H -0.2081 -1.1118 -2.5549 0.04
H 1.2017 0.5221 -6.9894 0.00
H 3.4201 -1.9711 0.9753 0.00
H -1.4127 1.1475 -8.0455 0.00
H 3.0296 -0.8530 2.2810 -0.03
```

## Properties
* energy relative to the best compared isomer or geometry (same formula, charge and spin): 504.2 kJ/mol
* <S²>: 2.049
* HOMO energy (spin up / spin down): -11.744 / -11.813 eV
* spin multiplicity: 3
* Kohn-Sham gap (spin up / spin down): 0.1776 / 0.1859 hartree
* net charge: +2

(6)
Here is a structure of composition C33H39F6N5OP2Tm from the Open Molecules 2025 dataset. Energies are from wB97M-V/def2-TZVPD.

Geometry as XYZ:
```
87
Properties=species:S:1:pos:R:3:mulliken_spin:R:1
Tm 0.5479 -0.2326 0.3101 2.00
P 2.8156 -1.8958 -1.0696 0.00
P 2.4240 -0.2414 2.7833 0.00
F 2.4337 -1.6213 2.0024 0.00
F 2.2725 -0.9068 4.1812 0.00
F 2.3821 0.5044 1.1765 0.00
F 3.9799 -0.1346 2.7801 0.00
F 0.7251 -0.2706 2.5488 0.00
F 2.2518 1.2367 3.3536 0.00
O 0.0463 -2.1825 0.6090 0.01
N -2.7460 0.8064 1.2278 0.50
N -0.7821 1.8174 2.0821 0.08
N -0.7754 -1.1914 -1.7050 0.04
N -1.9399 0.1436 0.4262 0.00
N -0.9468 3.3089 3.8550 0.07
C 1.9687 -4.4501 -1.8998 0.00
C -4.3628 2.3235 2.9810 -0.01
C 2.5586 -3.6890 -0.8936 0.00
C 4.4453 -1.6191 -0.2911 0.00
C -2.1853 3.1774 -1.3173 0.00
C -5.0701 3.0533 3.8901 0.02
C -0.2740 -1.8451 -2.7250 0.01
C 2.1933 -6.4437 -0.5773 0.00
C -2.9496 2.4074 2.9709 0.04
C -2.3342 -3.0025 -3.1794 -0.02
C -2.3184 3.2493 3.9091 0.05
C -1.0172 -2.7663 -3.4883 0.08
C -0.7582 2.6614 -1.2894 -0.01
C 1.7884 -5.8183 -1.7469 0.00
C -2.1943 4.6365 -1.7927 0.00
C -0.2357 2.6258 2.9672 -0.04
C 3.5002 1.8937 -1.5156 0.00
C -2.6573 -0.6759 -0.3384 0.12
C 0.1515 3.2076 -0.3721 0.00
C -0.2605 1.7434 -2.1978 0.00
C -4.4087 3.8843 4.8264 0.02
C -2.8874 -2.2962 -2.1134 0.08
C 1.1065 1.4244 -2.2386 0.00
C 2.0104 2.0201 -1.3680 0.00
C -3.1328 2.3482 -2.1762 0.01
C -0.2728 -3.1260 1.6062 0.00
C -2.1014 1.6857 2.0887 -0.07
C 2.7635 -5.6946 0.4399 0.00
C 3.3589 -1.7203 -2.8238 0.00
C 2.9434 -4.3270 0.2837 0.00
C -3.0442 3.9888 4.8477 -0.01
C 1.4911 2.8840 -0.3913 0.00
C -2.0786 -1.4156 -1.4080 0.02
H 1.4701 0.8044 -3.0500 0.00
H 3.9223 2.8720 -1.7506 0.00
H 3.0766 -6.1740 1.3582 0.00
H -2.9283 -3.7041 -3.7488 0.00
H 1.6457 -3.9892 -2.8262 0.00
H 4.3846 -2.0725 -2.9368 0.00
H -6.1497 2.9974 3.9050 0.00
H -0.1533 -4.1436 1.2285 0.00
H 0.3606 -3.0189 2.4902 0.00
H 2.1791 3.3577 0.3005 0.00
H -0.4504 3.8914 4.5204 0.00
H 0.8375 2.7490 2.9938 0.00
H 5.1757 -2.3032 -0.7229 0.00
H 3.9659 1.5570 -0.5883 0.00
H -1.5641 5.2740 -1.1713 0.00
H 4.7565 -0.5935 -0.4902 0.00
H -3.1121 1.2845 -1.9269 0.00
H -3.2075 5.0401 -1.7729 0.00
H 3.7805 1.2156 -2.3178 0.00
H -4.1574 2.6992 -2.0509 0.00
H -2.8895 2.4433 -3.2371 0.00
H 0.7596 -1.6440 -2.9725 0.00
H -0.2068 3.9468 0.3376 0.00
H -3.7244 -0.7438 -0.1535 -0.01
H 3.3139 -0.6795 -3.1400 0.00
H 1.3435 -6.3970 -2.5465 0.00
H -2.5373 4.6213 5.5658 0.00
H 4.4162 -1.7601 0.7845 0.00
H 2.0700 -7.5126 -0.4622 0.00
H -4.9936 4.4484 5.5408 0.00
H -1.3126 -3.0174 1.9369 0.00
H -1.8245 4.6985 -2.8184 0.00
H -3.9235 -2.4257 -1.8287 0.00
H -2.5586 3.1675 -0.2833 0.00
H 2.7428 -2.3068 -3.5053 0.00
H 3.3785 -3.7615 1.0981 0.00
H -0.9145 1.3125 -2.9451 0.00
H -0.5382 -3.2783 -4.3125 0.00
H -4.8580 1.6803 2.2700 0.00
```

## Properties
* energy relative to the best compared isomer or geometry (same formula, charge and spin): 22.2 kJ/mol
* <S²>: 3.790
* HOMO energy (spin up / spin down): -12.982 / -12.980 eV
* spin multiplicity: 4
* Kohn-Sham gap (spin up / spin down): 0.2192 / 0.1531 hartree
* net charge: +2

| no. | E (Eh) |
| --- | --- |
| 1 | -1168.13084 |
| 2 | -2869.14141 |
| 3 | -378.60906 |
| 4 | -3767.72768 |
| 5 | -2380.41591 |
| 6 | -3996.84658 |